#1
The following is a quantum chemistry calculation of the molecule C4H6N2, from OMol25.

CARTESIAN COORDINATES (ANGSTROEM)
H1 -0.54476 -2.33566 0.28499
N1 0.32325 -1.84151 0.09111
C1 0.28916 -0.56344 0.05621
C2 1.58916 0.10362 -0.27423
C3 -0.83012 0.80525 0.27547
C4 -2.15899 0.37238 0.02166
N2 -3.21348 -0.00721 -0.21306
H2 2.39996 -0.61553 -0.19196
H3 1.77702 0.95047 0.37710
H4 1.55221 0.46650 -1.30119
H5 -0.49563 1.55197 -0.43278
H6 -0.68777 1.11316 1.30669

The HOMO energy comes out at -10.12 eV. The calculation puts the HOMO-LUMO gap at 10.777 eV.

Löwdin atomic charge list, values in e, 6 entries: H 0.06; N 0.14; C -0.32; C -0.10; C -0.08; C -0.28

#2
The following is a quantum chemistry calculation of C4H6N2 as an isolated structure, from OMol25.

CARTESIAN COORDINATES (ANGSTROEM)
N1 3.34894 -0.43024 0.27834
C1 2.19202 -0.42931 0.25338
C2 0.75171 -0.37863 0.28291
C3 -0.21723 0.31533 1.19440
C4 -1.20867 -0.36244 0.21376
N2 -0.06130 -0.93983 -0.53809
H1 -0.23515 -0.03177 2.23131
H2 -0.18437 1.40817 1.16972
H3 -0.48809 1.15330 -2.81475
H4 -1.80787 0.31047 -0.40665
H5 -1.85010 -1.13790 0.64084
H6 -0.23988 0.52283 -2.50517

The HOMO energy comes out at -10.99 eV. The calculation puts the HOMO-LUMO gap at 11.106 eV.

Löwdin atomic charge list, values in e, 6 entries: N 0.16; C -0.13; C -0.35; C -0.09; C -0.18; N 0.11

#3
The following is a quantum chemistry calculation of the molecule C4H6N2, from OMol25.

CARTESIAN COORDINATES (ANGSTROEM)
C1 -0.31545 1.72334 -0.81382
C2 0.02598 0.45954 -0.01665
N1 0.48622 0.40741 1.14686
C3 0.67186 -0.95708 1.48499
C4 0.18851 -1.72987 0.45028
N2 -0.11189 -0.85117 -0.55430
H1 -0.71868 2.56975 -0.13597
H2 0.57137 1.95846 -1.39690
H3 -1.17768 1.51017 -1.55418
H4 0.92747 -1.24753 2.39490
H5 0.17238 -2.77535 0.27091
H6 -0.72009 -1.06766 -1.27612

The HOMO energy comes out at -8.65 eV. The calculation puts the HOMO-LUMO gap at 9.602 eV.

Löwdin atomic charge list, values in e, 6 entries: C -0.03; C -0.42; N 0.08; C -0.10; C -0.11; N 0.07

#4
The following is a quantum chemistry calculation of a 2-piece molecular cluster, C4H6N2 overall, from OMol25.

CARTESIAN COORDINATES (ANGSTROEM)
C1 -2.13396 0.25821 -0.21167
C2 -0.97480 -0.22463 0.45786
C3 0.33486 -0.11832 -0.27975
C4 1.56915 0.39626 0.22941
N1 -2.98935 0.79392 -0.73910
N2 -0.27122 -1.32372 -0.09551
H1 -1.11594 -0.23685 1.57103
H2 -0.15582 0.87989 -2.41676
H3 1.49091 0.69483 1.28857
H4 1.95877 1.40853 -0.16647
H5 2.23714 -0.39840 -0.16042
H6 0.05025 -2.12971 0.52282

The HOMO energy (alpha / beta) comes out at -8.37 / -9.92 eV. The calculation puts the HOMO-LUMO gap (alpha / beta) at 8.155 / 9.651 eV.

Löwdin atomic charge list, values in e, 6 entries: C -0.23; C -0.30; C -0.34; C -0.09; N 0.15; N 0.07

Stability verdict: #3, ahead by 98.8 kJ/mol

#1
The following is a quantum chemistry calculation of the molecule C4H6N2, from OMol25.

CARTESIAN COORDINATES (ANGSTROEM)
C1 0.19045 0.23063 -1.69330
C2 0.08436 0.08139 -0.21614
C3 0.98218 0.19820 0.82192
C4 0.18440 -0.06619 2.00742
N1 -1.08756 -0.23830 1.65463
N2 -1.11766 -0.20086 0.34547
H1 -0.13027 -0.68264 -2.20942
H2 -0.44329 1.05246 -2.04005
H3 1.22053 0.44066 -1.97844
H4 2.02370 0.48890 0.67394
H5 0.09243 -0.88157 2.71118
H6 -1.99927 -0.42269 -0.07721

The HOMO energy comes out at -9.00 eV. The calculation puts the HOMO-LUMO gap at 9.914 eV.

Löwdin atomic charge list, values in e, 6 entries: C -0.04; C -0.34; C -0.03; C -0.17; N -0.01; N -0.01

#2
The following is a quantum chemistry calculation of the molecule C4H6N2, from OMol25.

CARTESIAN COORDINATES (ANGSTROEM)
C1 1.09862 0.31706 1.23968
C2 -0.15667 -0.09880 0.44190
N1 -1.00367 0.89890 -0.24959
C3 -0.26460 -0.06193 -0.99385
C4 -1.10517 -1.29732 -1.64853
N2 -1.67103 -2.20466 -2.01945
H1 1.24535 1.41531 1.28992
H2 1.95600 -0.25692 0.83201
H3 0.91013 0.02687 2.33036
H4 -0.83709 -0.94619 0.74022
H5 -0.78599 1.97058 -0.35304
H6 0.61411 0.23710 -1.60963

The HOMO energy comes out at -9.96 eV. The calculation puts the HOMO-LUMO gap at 10.771 eV.

Löwdin atomic charge list, values in e, 6 entries: C -0.05; C -0.34; N 0.02; C -0.31; C -0.14; N 0.11

#3
The following is a quantum chemistry calculation of the molecule C4H6N2, from OMol25.

CARTESIAN COORDINATES (ANGSTROEM)
N1 1.42930 1.43908 1.07340
C1 1.11319 0.48119 0.16776
N2 1.56916 -0.40784 -0.61639
C2 0.08375 -0.33427 -0.34007
C3 -1.22379 -0.30001 -1.02259
C4 -0.93727 -1.28619 0.12587
H1 2.38948 1.54681 1.35048
H2 0.91760 2.30517 1.01132
H3 -1.32490 -0.69942 -2.02740
H4 -1.90125 0.52443 -0.79795
H5 -1.41825 -1.11298 1.08695
H6 -0.79566 -2.33313 -0.13205

The HOMO energy comes out at -8.93 eV. The calculation puts the HOMO-LUMO gap at 9.761 eV.

Löwdin atomic charge list, values in e, 6 entries: N 0.15; C -0.38; N 0.22; C -0.40; C -0.08; C -0.09

#4
The following is a quantum chemistry calculation of a 2-piece molecular cluster, C4H6N2 overall, from OMol25.

CARTESIAN COORDINATES (ANGSTROEM)
C1 -0.81758 0.11887 -0.58520
C2 -1.53677 -1.95699 0.70924
C3 0.37278 0.89999 -1.04894
C4 1.28685 1.57496 -0.03884
N1 -1.16869 1.25944 -0.79176
N2 -0.87644 -2.93064 0.54367
H1 -2.12483 -1.40967 1.41624
H2 0.85361 0.95663 -2.07842
H3 0.91348 1.70446 0.89496
H4 1.74977 2.57197 -0.28486
H5 2.08462 0.82726 0.05426
H6 -0.73680 -3.61628 1.20968

The HOMO energy (alpha / beta) comes out at -8.08 / -7.53 eV. The calculation puts the HOMO-LUMO gap (alpha / beta) at 8.345 / 6.954 eV.

Löwdin atomic charge list, values in e, 6 entries: C -0.16; C -0.04; C -0.28; C -0.12; N 0.10; N 0.10

Stability verdict: #1, ahead by 64.9 kJ/mol